# 1
Density functional theory data (ωB97M-V/def2-TZVPD) for the ion C13H18NO with charge +1.

Geometry as XYZ:
```
33
C13H18NO, DFT ωB97M-V/def2-TZVPD
C -0.990 0.156 -0.265
C 1.323 0.703 -0.032
C -1.052 0.030 1.098
C 1.236 0.443 1.309
C 0.249 0.504 -0.847
C 0.030 0.026 1.900
C -0.565 1.442 -3.105
C 0.910 1.541 -3.267
C 0.279 0.415 -2.349
C -0.845 -1.576 3.777
C -0.721 0.879 4.128
C 0.942 -1.129 -4.249
C -0.102 -0.302 3.379
N 0.393 -1.030 -2.866
O 0.160 2.502 -2.554
H -1.896 0.051 -0.806
H 2.083 1.236 -0.580
H -2.134 -0.115 1.397
H 2.007 0.685 2.062
H -1.572 1.316 -3.419
H 1.534 1.751 -4.171
H -1.867 -1.619 3.396
H -0.896 -1.889 4.795
H -0.343 -2.394 3.287
H -1.742 1.157 3.944
H -0.217 1.807 4.041
H -0.671 0.494 5.036
H 0.358 -0.763 -5.049
H 1.815 -0.538 -4.343
H 1.051 -2.194 -4.383
H 0.894 -0.331 3.867
H 0.877 -1.704 -2.220
H -0.528 -1.552 -2.912
```

Properties
spin multiplicity	3
HOMO-LUMO gap (spin up / spin down)	4.845 / 6.675	eV
charge	+1
E_HOMO (spin up / spin down)	-8.142 / -12.609	eV
lowest unoccupied orbital energy (spin up / spin down)	-3.3 / -5.9	eV

These are the natural (NBO) partial charges, in e, on atoms 1 to 4: atom 1 (C): -0.286, atom 2 (C): -0.200, atom 3 (C): -0.195, atom 4 (C): -0.133

=====

# 2
Density functional theory data (ωB97M-V/def2-TZVPD) for a structure of composition C3H9N3O.

Geometry as XYZ:
```
16
C3H9N3O, DFT ωB97M-V/def2-TZVPD
C -1.116 2.101 -0.009
C -0.077 -0.037 0.059
C -1.270 -1.979 -0.241
H -1.536 2.252 0.990
H -1.755 1.667 -0.771
H -0.779 3.205 -0.486
H 1.261 -1.891 0.357
H 2.813 0.268 0.842
H 2.416 0.433 -0.911
H -2.383 -2.271 -0.651
H -0.310 -2.292 -0.743
H -1.440 -2.408 1.016
N 1.086 -0.697 0.149
N 2.461 -0.151 -0.110
N -1.353 -0.557 0.232
O 0.142 1.295 -0.049
```

Properties
HOMO-LUMO gap	8.589	eV
energy above the lowest of the compared OMol25 structures with the same formula, charge and spin	5.9452	eV
E_HOMO	-7.754	eV
lowest unoccupied orbital energy	0.8	eV

These are the natural (NBO) partial charges, in e, on atoms 1 to 4: atom 1 (C): -0.250, atom 2 (C): 0.661, atom 3 (C): -0.466, atom 4 (H): 0.204

=====

# 3
Density functional theory data (ωB97M-V/def2-TZVPD) for a structure of composition C34H57N3O2SSiV.

Geometry as XYZ:
```
99
C34H57N3O2SSiV, DFT ωB97M-V/def2-TZVPD
O 0.981 -2.661 -0.378
O -1.823 -2.252 -4.698
C 2.087 -2.435 -1.242
C 3.073 -3.401 -0.715
H 2.540 -1.433 -1.331
H 1.720 -2.637 -2.249
H 3.364 -3.118 0.308
H 3.930 -3.424 -1.347
H 2.616 -4.404 -0.689
C -0.124 -3.365 -0.929
C 0.119 -4.075 -2.189
H -1.061 -2.758 -0.957
H -0.220 -4.013 -0.065
H -0.034 -3.445 -3.064
H -0.617 -4.858 -2.210
H 1.104 -4.557 -2.227
C -2.911 -1.783 -3.908
C -1.238 -1.258 -5.529
C -3.696 -2.955 -3.366
H -3.581 -1.091 -4.464
H -2.450 -1.221 -3.078
H -4.069 -3.587 -4.182
H -4.551 -2.592 -2.791
H -3.073 -3.572 -2.706
C -0.767 -1.759 -6.878
H -0.357 -0.933 -4.961
H -1.896 -0.378 -5.684
H -0.155 -2.670 -6.784
H -0.156 -0.981 -7.344
H -1.609 -1.976 -7.556
H -0.030 0.160 -0.395
N 1.574 0.871 2.219
C 1.526 2.200 2.433
C 0.380 2.950 2.223
C -0.923 2.521 1.991
C 2.766 2.916 2.879
H 3.575 2.826 2.145
H 3.127 2.560 3.849
H 2.519 3.978 2.986
C -1.991 3.585 1.909
H -2.527 3.733 2.855
H -2.726 3.401 1.121
H -1.512 4.548 1.688
N -1.242 1.209 1.957
C 2.819 0.183 2.408
C 3.731 0.054 1.333
C 3.658 0.918 0.106
C 4.749 -0.881 1.458
H 5.417 -1.046 0.601
C 4.943 -1.567 2.652
H 5.723 -2.319 2.735
C 4.164 -1.254 3.772
H 4.349 -1.716 4.737
C 3.144 -0.314 3.679
C 2.436 0.125 4.918
C -2.583 0.856 2.340
C -3.485 0.432 1.346
C -3.110 0.515 -0.102
C -4.745 -0.006 1.714
H -5.418 -0.370 0.941
C -5.158 -0.001 3.051
H -6.128 -0.380 3.334
C -4.302 0.561 4.007
H -4.625 0.625 5.044
C -3.040 1.030 3.671
C -2.215 1.662 4.744
V 0.133 -0.140 1.376
H 3.552 0.310 -0.808
H 4.597 1.487 -0.026
H 2.841 1.650 0.140
H 2.183 1.191 4.913
H 3.087 -0.064 5.785
H 1.490 -0.421 5.079
H -3.933 0.120 -0.712
H -2.207 -0.077 -0.325
H -2.922 1.552 -0.420
H -1.378 0.999 5.009
H -2.829 1.788 5.646
H -1.816 2.641 4.465
H 0.499 4.043 2.326
C 0.411 0.289 -1.571
Si 0.295 2.032 -2.010
H 1.494 0.225 -1.672
H -0.342 -0.157 -2.196
C 1.606 1.760 -3.372
C 0.821 3.532 -1.073
C -1.375 2.283 -2.790
H -1.821 1.346 -3.142
H -1.277 2.941 -3.660
H -2.083 2.760 -2.108
H 2.552 1.390 -2.946
H 1.805 2.709 -3.865
H 1.268 1.024 -4.113
H 1.708 3.382 -0.450
H 0.038 3.935 -0.428
H 1.083 4.353 -1.760
S -0.676 -2.158 1.967
C -0.416 -1.044 3.239
N -0.372 -0.651 4.364
```

Properties
spin multiplicity	3
HOMO-LUMO gap (spin up / spin down)	6.321 / 7.342	eV
charge	+1
energy above the lowest of the compared OMol25 structures with the same formula, charge and spin	0.0000	eV
E_HOMO (spin up / spin down)	-10.876 / -11.238	eV
lowest unoccupied orbital energy (spin up / spin down)	-4.6 / -3.9	eV

These are the Mulliken partial charges, in e, on atoms 1 to 4: atom 1 (O): -0.032, atom 2 (O): -0.430, atom 3 (C): 0.373, atom 4 (C): -1.614

=====

# 4
Density functional theory data (ωB97M-V/def2-TZVPD) for a cluster of 37 separate species, H72NO39 in total.

Geometry as XYZ:
```
112
H72NO39, DFT ωB97M-V/def2-TZVPD
N -0.270 0.378 -1.038
O 0.007 1.384 -1.736
O 0.636 -0.348 -0.589
O -1.448 0.080 -0.796
O -4.660 1.552 0.566
H -4.206 1.581 1.427
H -4.534 0.655 0.167
O -2.882 -2.058 -2.451
H -3.168 -2.989 -2.559
H -1.930 -2.161 -2.489
O 1.109 4.080 0.847
H 1.578 3.445 0.266
H 0.293 4.315 0.359
O -1.708 0.793 1.908
H -1.353 1.707 1.839
H -2.168 0.743 1.088
O -0.479 4.832 -3.062
H -0.720 5.331 -2.266
H -1.212 4.276 -3.296
O -0.288 1.581 4.862
H -0.350 0.804 5.470
H 0.263 1.190 4.160
O -1.516 -0.531 -4.997
H -2.177 -0.962 -4.450
H -1.778 0.389 -5.026
O -0.080 -4.088 -0.376
H -0.312 -3.694 -1.231
H 0.890 -3.972 -0.355
O -2.787 -5.882 -0.529
H -2.600 -6.710 -1.020
H -1.913 -5.426 -0.627
O -1.151 3.813 2.786
H -0.270 3.983 2.427
H -1.115 3.026 3.338
O -2.143 -3.394 3.719
H -1.553 -4.139 3.892
H -1.715 -2.792 3.136
O -4.788 5.267 -1.157
H -4.243 4.583 -0.804
H -4.198 6.025 -1.155
O 4.763 0.662 3.425
H 3.891 1.034 3.266
H 5.057 0.410 2.547
O 6.923 0.675 -1.688
H 6.865 -0.171 -2.135
H 7.680 1.114 -2.062
O -0.539 -1.908 1.835
H -0.521 -1.046 1.434
H -0.572 -2.545 1.107
O 2.811 -3.582 -0.416
H 3.180 -3.504 -1.317
H 3.492 -3.180 0.160
O -2.035 2.039 -3.921
H -1.455 1.689 -3.262
H -2.872 2.194 -3.492
O -4.828 -4.080 -1.441
H -4.184 -4.657 -1.022
H -5.174 -3.556 -0.687
O 2.741 2.599 -0.744
H 2.813 3.196 -1.539
H 2.202 1.916 -1.099
O 0.060 -1.246 5.703
H 0.792 -1.895 5.784
H -0.734 -1.715 5.434
O 1.229 1.404 2.480
H 1.336 2.254 2.092
H 0.572 0.975 1.930
O -1.730 5.198 -0.278
H -1.858 4.303 -0.663
H -1.917 5.052 0.635
O 2.207 3.730 -3.115
H 2.537 4.538 -3.557
H 1.238 3.838 -3.079
O 4.115 -2.380 1.569
H 4.445 -1.487 1.291
H 3.393 -2.242 2.223
O 2.167 0.673 -3.377
H 1.324 0.510 -2.956
H 2.314 1.587 -3.143
O 2.174 -1.271 3.359
H 1.205 -1.445 3.272
H 2.245 -0.340 3.144
O -4.225 -2.851 2.037
H -3.816 -3.673 1.806
H -3.925 -2.792 2.970
O -4.383 -0.826 -0.487
H -3.930 -1.148 -1.265
H -4.154 -1.367 0.305
O 4.798 0.564 0.609
H 5.599 0.642 0.067
H 4.228 1.271 0.268
O 1.045 -1.909 -5.232
H 1.545 -1.055 -5.134
H 0.138 -1.571 -5.248
O 2.066 -3.330 5.408
H 2.175 -4.201 5.836
H 2.976 -3.088 5.129
O 4.891 -2.395 4.641
H 4.927 -2.708 3.690
H 4.706 -1.397 4.410
O -5.243 2.564 -3.812
H -5.604 2.620 -2.928
H -5.938 2.728 -4.468
O 4.158 -0.944 -2.021
H 3.977 -0.454 -1.185
H 3.507 -0.529 -2.638
O 0.617 -2.650 -2.636
H 1.074 -2.042 -2.052
H 0.973 -2.499 -3.538
O -2.723 2.713 -0.944
H -2.315 1.835 -1.070
H -3.556 2.484 -0.464
```

Properties
HOMO-LUMO gap	9.871	eV
charge	-1
energy above the lowest of the compared OMol25 structures with the same formula, charge and spin	0.0247	eV
E_HOMO	-8.058	eV
lowest unoccupied orbital energy	1.8	eV

These are the Mulliken partial charges, in e, on atoms 1 to 4: atom 1 (N): 0.795, atom 2 (O): -0.230, atom 3 (O): -0.298, atom 4 (O): -0.380

=====

# 5
Density functional theory data (ωB97M-V/def2-TZVPD) for an isolated molecule of C2H2N2OS.

Geometry as XYZ:
```
8
C2H2N2OS, DFT ωB97M-V/def2-TZVPD
N 3.025 0.961 0.653
C 2.062 0.581 0.156
S 0.876 -0.570 -0.497
O 0.192 -1.188 0.724
C -0.725 0.508 -1.103
N -1.588 0.119 -0.255
H -2.601 0.158 -0.306
H -1.241 -0.569 0.627
```

Properties
HOMO-LUMO gap	9.735	eV
SMILES	N#CS(=O)#CN
energy above the lowest of the compared OMol25 structures with the same formula, charge and spin	3.9803	eV
E_HOMO	-9.671	eV
lowest unoccupied orbital energy	0.1	eV

These are the natural (NBO) partial charges, in e, on atoms 1 to 4: atom 1 (N): -0.240, atom 2 (C): -0.019, atom 3 (S): 1.068, atom 4 (O): -0.925

=====

# 6
Density functional theory data (ωB97M-V/def2-TZVPD) for a structure of composition C9H12ClN2PS.

Geometry as XYZ:
```
26
C9H12ClN2PS, DFT ωB97M-V/def2-TZVPD
C -1.723 1.736 0.300
C -2.318 0.682 -0.310
C -0.626 2.317 -0.214
C -1.664 -0.058 -1.239
C 0.066 1.692 -1.234
C -0.489 0.482 -1.718
C 0.791 -3.306 3.442
C 2.620 -0.045 -2.326
C 0.418 -0.207 -2.749
N 0.238 -4.010 2.496
N 1.576 -0.637 -2.101
P 1.406 -1.680 -0.065
S 3.216 -2.265 0.315
Cl 0.955 -0.238 1.365
H -2.286 2.219 1.028
H -3.327 0.376 -0.031
H -0.147 3.271 0.166
H -2.094 -0.983 -1.686
H 0.945 1.936 -1.693
H 0.575 -3.584 4.425
H 1.205 -2.378 3.214
H 2.594 0.695 -3.162
H 3.643 -0.168 -1.833
H -0.083 -1.201 -3.118
H 0.624 0.420 -3.588
H 0.425 -3.666 1.579
```

Properties
HOMO-LUMO gap	8.157	eV
energy above the lowest of the compared OMol25 structures with the same formula, charge and spin	1.6018	eV
E_HOMO	-8.509	eV
lowest unoccupied orbital energy	-0.4	eV

These are the natural (NBO) partial charges, in e, on atoms 1 to 4: atom 1 (C): -0.214, atom 2 (C): -0.180, atom 3 (C): -0.179, atom 4 (C): -0.219

=====

# 7
Density functional theory data (ωB97M-V/def2-TZVPD) for a cluster of 7 separate species, H14O7 in total.

Geometry as XYZ:
```
21
H14O7, DFT ωB97M-V/def2-TZVPD
O 0.885 0.642 -0.416
H 1.053 0.178 -1.244
H -0.074 0.734 -0.389
O 3.816 -1.670 0.906
H 4.494 -2.155 0.422
H 4.166 -1.608 1.802
O 1.123 -2.542 -3.758
H 0.846 -2.662 -2.842
H 0.692 -1.724 -4.028
O -1.634 2.779 -3.336
H -1.801 1.977 -3.844
H -1.435 3.443 -4.006
O -2.932 1.173 0.620
H -2.355 1.225 -0.150
H -3.785 0.909 0.256
O -1.690 -2.180 2.842
H -1.528 -2.024 1.905
H -1.519 -1.326 3.254
O 0.487 1.454 3.647
H 0.090 2.238 4.042
H 1.100 1.137 4.319
```

Properties
HOMO-LUMO gap	11.019	eV
SMILES	O.O.O.O.O.O.O
energy above the lowest of the compared OMol25 structures with the same formula, charge and spin	2.4206	eV
E_HOMO	-11.063	eV
lowest unoccupied orbital energy	0.0	eV

These are the natural (NBO) partial charges, in e, on atoms 1 to 4: atom 1 (O): -0.918, atom 2 (H): 0.461, atom 3 (H): 0.456, atom 4 (O): -0.932

=====

# 8
Density functional theory data (ωB97M-V/def2-TZVPD) for a cluster of 6 separate species, C31H69NO20P4 in total.

Geometry as XYZ:
```
125
C31H69NO20P4, DFT ωB97M-V/def2-TZVPD
C -1.102 2.372 2.501
C -1.135 1.089 1.684
O -0.795 1.401 0.326
C -0.161 0.030 2.175
N -0.383 -0.287 3.584
C 0.438 -1.380 4.078
C -0.228 -2.735 4.084
O -0.460 -3.109 2.703
C -1.488 -3.920 2.405
C -1.350 -5.256 2.405
P 0.175 -6.042 3.002
P 1.697 -4.959 1.841
O 2.514 -4.149 2.752
O 1.057 -4.136 0.626
O 2.509 -6.103 1.068
C -2.502 -6.108 1.987
O -2.386 -7.297 1.825
C -3.825 -5.447 1.762
C -3.956 -4.115 1.747
P -5.503 -3.128 1.469
P -7.039 -4.485 2.276
O -6.944 -5.914 1.965
O -8.405 -3.834 1.772
O -7.069 -4.133 3.843
C -2.744 -3.257 1.919
O -2.767 -2.078 1.665
H -0.079 2.640 2.778
H -1.536 3.184 1.912
H -1.686 2.269 3.419
H -2.155 0.676 1.714
H -1.367 0.881 -0.252
H 0.852 0.432 2.055
H -0.247 -0.854 1.527
H -1.367 -0.494 3.732
H 0.759 -1.188 5.111
H 1.336 -1.444 3.455
H -1.195 -2.702 4.605
H 0.413 -3.483 4.559
H 0.120 -7.200 2.212
H 0.118 -4.310 0.471
H 2.582 -5.919 0.122
H -4.663 -6.116 1.604
H -5.772 -3.487 0.132
H -8.383 -2.879 1.638
H -6.248 -3.784 4.208
C 0.248 -3.159 -2.448
O -0.122 -4.514 -2.251
C -1.258 -4.908 -3.008
C -0.872 -5.691 -4.243
O -0.160 -4.894 -5.171
C 1.239 -5.108 -5.160
H 1.205 -3.010 -1.952
H 0.346 -2.914 -3.508
H -0.489 -2.487 -1.994
H -1.843 -4.029 -3.297
H -1.884 -5.540 -2.370
H -1.782 -6.047 -4.735
H -0.279 -6.565 -3.953
H 1.490 -6.094 -5.565
H 1.653 -5.023 -4.152
H 1.684 -4.344 -5.795
C 4.690 -2.617 0.843
O 5.381 -2.163 -0.310
C 4.651 -1.213 -1.063
C 5.098 0.206 -0.787
O 4.802 0.604 0.540
C 5.912 0.572 1.415
H 5.382 -3.227 1.420
H 4.342 -1.787 1.461
H 3.832 -3.233 0.568
H 3.579 -1.300 -0.851
H 4.808 -1.433 -2.124
H 4.568 0.885 -1.463
H 6.172 0.300 -0.985
H 6.623 1.371 1.175
H 6.429 -0.390 1.376
H 5.533 0.732 2.424
C -3.123 3.090 -4.465
O -3.727 1.858 -4.815
C -2.916 0.737 -4.521
C -3.343 0.047 -3.244
O -3.140 0.860 -2.097
C -4.315 1.483 -1.616
H -3.874 3.871 -4.570
H -2.761 3.076 -3.434
H -2.284 3.318 -5.131
H -1.864 1.034 -4.442
H -3.007 0.029 -5.350
H -2.749 -0.864 -3.114
H -4.397 -0.241 -3.320
H -4.991 0.750 -1.161
H -4.845 2.010 -2.413
H -4.008 2.199 -0.854
C 0.174 7.487 -0.020
O -1.138 7.101 0.339
C -2.089 7.257 -0.698
C -2.393 5.946 -1.388
O -1.275 5.448 -2.099
C -0.612 4.390 -1.422
H 0.831 7.184 0.793
H 0.499 7.001 -0.944
H 0.245 8.573 -0.146
H -1.736 7.985 -1.436
H -3.008 7.647 -0.249
H -3.203 6.106 -2.109
H -2.736 5.213 -0.650
H -1.219 3.480 -1.423
H -0.385 4.661 -0.388
H 0.319 4.191 -1.951
C 5.874 5.523 -0.061
O 5.756 6.117 1.216
C 4.500 6.732 1.449
C 3.587 5.860 2.284
O 3.218 4.678 1.599
C 3.941 3.529 2.004
H 6.809 4.965 -0.069
H 5.045 4.840 -0.266
H 5.911 6.284 -0.848
H 4.009 6.967 0.498
H 4.682 7.672 1.979
H 2.673 6.417 2.511
H 4.081 5.616 3.231
H 3.651 3.222 3.015
H 5.020 3.709 1.985
H 3.702 2.727 1.309
```

Properties
HOMO-LUMO gap	6.555	eV
SMILES	C[C@@H](O)CNCCOC1=C(PP(=O)(O)O)C(=O)C=C(PP(=O)(O)O)C1=O.COCCOC.COCCOC.COCCOC.COCCOC.COCCOC
E_HOMO	-8.781	eV
lowest unoccupied orbital energy	-2.2	eV

These are the Mulliken partial charges, in e, on atoms 1 to 4: atom 1 (C): -1.446, atom 2 (C): 0.538, atom 3 (O): -0.296, atom 4 (C): -0.168

=====

| no. | E (Ha) |
| --- | --- |
| 1 | -635.56145 |
| 2 | -359.02596 |
| 3 | -3275.84902 |
| 4 | -3032.50370 |
| 5 | -660.20143 |
| 6 | -1659.31719 |
| 7 | -535.03489 |
| 8 | -4147.45652 |